Entry from the Open Molecules 2025 dataset: C5H7N in the gas phase (the ωB97M-V functional and the def2-TZVPD basis).

Computed properties:
HOMO level in eV: -8.1
E_tot in hartree: -249.46076
SMILES: Cc1cc[nH]c1

```
! wB97M-V def2-TZVPD RIJCOSX def2/J DEFGRID3
* xyz 0 1
C -0.116 0.377 -1.871
C 0.169 -0.105 -0.486
C 1.106 0.337 0.411
N 0.649 0.037 1.673
C -0.558 -0.605 1.587
C -0.870 -0.727 0.263
H -0.997 0.996 -1.685
H 0.672 0.990 -2.319
H -0.407 -0.409 -2.576
H 2.026 0.889 0.262
H 1.144 0.213 2.529
H -1.115 -0.888 2.468
H -1.766 -1.158 -0.169
*
```